1.
10 unconnected molecules or ions with the total composition C53H84N2O33S3. Source: OMol25; level of theory: ωB97M-V/def2-TZVPD.

ORCA input file:
```
! wB97M-V def2-TZVPD RIJCOSX def2/J DEFGRID3
* xyz 0 1
C -1.882 -1.020 4.101
C -2.782 -1.972 3.535
C -3.489 -3.268 2.803
C -3.395 -3.231 1.147
O -1.975 -3.543 0.822
C -1.207 -2.322 0.538
C 0.386 -2.705 0.877
C 1.147 -1.575 1.788
C 1.298 -0.102 1.068
S 2.200 0.995 2.344
O 2.544 2.396 1.725
O 1.275 1.209 3.605
O 3.625 0.251 2.951
C -1.194 -1.911 -1.083
C -1.161 -3.212 -2.080
O -2.543 -3.658 -2.347
C -3.044 -3.065 -3.609
C -3.178 -1.429 -3.857
O -3.458 -3.865 -4.603
C -4.320 -4.451 0.492
C -5.612 -3.918 -0.361
C -6.339 -2.572 0.256
C -6.147 -1.229 -0.691
C -7.331 -0.171 -0.247
N -6.826 1.171 0.237
C -6.521 2.130 -0.893
C -5.040 1.936 -1.580
C -3.818 1.677 -0.516
C -3.051 3.041 -0.006
C -7.996 1.726 1.076
S -9.249 2.707 0.403
S -8.194 1.346 2.937
C -7.062 2.583 3.793
C -5.846 1.672 4.488
C -5.092 0.928 3.193
N -4.620 -5.495 1.542
C -6.034 -5.429 2.069
H -1.091 -0.233 4.491
H -4.630 -3.229 3.086
H -2.954 -4.264 3.186
H -3.612 -2.180 0.682
H -1.574 -1.360 1.096
H 0.970 -2.859 -0.132
H 0.466 -3.736 1.466
H 0.688 -1.474 2.869
H 2.260 -1.974 1.948
H 2.038 -0.137 0.132
H 0.245 0.327 0.772
H 4.223 -0.057 2.206
H -2.021 -1.112 -1.339
H -0.154 -1.347 -1.238
H -0.486 -4.087 -1.694
H -0.695 -2.856 -3.113
H -3.855 -0.975 -3.008
H -3.612 -1.188 -4.920
H -2.109 -0.907 -3.762
H -3.599 -4.979 -0.299
H -6.413 -4.765 -0.611
H -5.190 -3.589 -1.428
H -6.040 -2.374 1.371
H -7.509 -2.796 0.268
H -5.057 -0.824 -0.543
H -6.322 -1.448 -1.850
H -8.145 0.010 -1.099
H -7.937 -0.657 0.656
H -6.584 3.274 -0.565
H -7.326 1.956 -1.724
H -5.119 1.077 -2.373
H -4.808 2.928 -2.200
H -3.035 0.975 -1.075
H -4.193 1.062 0.416
H -3.608 4.039 -0.304
H -2.950 2.961 1.177
H -1.947 2.987 -0.423
H -7.597 3.288 4.559
H -6.541 3.241 2.953
H -6.304 0.838 5.194
H -5.030 2.324 5.015
H -5.091 1.711 2.313
H -3.986 0.719 3.515
H -5.653 -0.065 2.898
H -4.481 -6.473 1.205
H -6.834 -5.843 1.285
H -6.104 -6.182 2.989
H -6.373 -4.383 2.468
O 2.085 -4.836 -0.913
C 1.889 -5.466 -1.939
O 2.841 -6.197 -2.589
C 2.174 -6.946 -3.587
C 0.928 -6.159 -3.832
O 0.689 -5.531 -2.586
H 2.793 -7.036 -4.484
H 1.966 -7.948 -3.196
H 1.064 -5.387 -4.597
H 0.083 -6.794 -4.114
O -0.003 -8.545 -3.000
C -0.475 -8.405 -1.885
O 0.239 -8.510 -0.726
C -0.605 -8.062 0.319
C -1.977 -8.265 -0.238
O -1.787 -8.124 -1.633
H -0.435 -8.643 1.230
H -0.387 -7.009 0.522
H -2.368 -9.267 -0.033
H -2.690 -7.523 0.134
O 7.738 5.534 3.795
C 6.614 5.174 3.486
O 5.526 5.996 3.441
C 4.482 5.262 2.829
C 4.870 3.841 3.078
O 6.282 3.895 3.142
H 3.516 5.515 3.277
H 4.455 5.508 1.763
H 4.486 3.463 4.032
H 4.543 3.174 2.275
O 2.644 5.737 -4.358
C 3.009 5.509 -3.216
O 4.118 6.054 -2.637
C 4.068 5.726 -1.262
C 3.208 4.504 -1.232
O 2.361 4.674 -2.352
H 5.071 5.539 -0.871
H 3.623 6.564 -0.715
H 3.787 3.583 -1.362
H 2.624 4.429 -0.311
O 9.675 -0.406 0.011
C 9.303 0.558 0.659
O 10.089 1.247 1.537
C 9.372 2.411 1.904
C 7.949 2.032 1.649
O 8.046 1.088 0.600
H 9.554 2.664 2.952
H 9.702 3.243 1.273
H 7.482 1.552 2.515
H 7.339 2.887 1.345
O 7.536 4.366 -1.700
C 8.672 3.998 -1.946
O 9.234 4.007 -3.190
C 10.611 3.726 -3.022
C 10.656 2.996 -1.719
O 9.548 3.521 -1.013
H 10.988 3.122 -3.852
H 11.163 4.671 -2.991
H 10.519 1.916 -1.840
H 11.585 3.177 -1.172
O -3.380 5.351 -2.035
C -2.462 5.823 -2.686
O -1.314 6.328 -2.147
C -0.423 6.561 -3.222
C -1.334 6.712 -4.396
O -2.450 5.914 -4.048
H 0.176 7.457 -3.041
H 0.246 5.699 -3.319
H -1.668 7.746 -4.536
H -0.879 6.357 -5.325
O 13.144 6.222 -2.857
C 13.509 5.995 -1.715
O 14.618 6.540 -1.136
C 14.568 6.212 0.239
C 13.708 4.989 0.269
O 12.861 5.160 -0.851
H 15.571 6.025 0.631
H 14.123 7.049 0.787
H 14.287 4.069 0.139
H 13.124 4.914 1.190
O -8.771 -6.914 2.056
C -9.620 -6.046 1.939
O -10.964 -6.261 2.043
C -11.583 -4.989 2.074
C -10.584 -4.104 1.400
O -9.348 -4.732 1.686
H -12.541 -5.011 1.548
H -11.756 -4.705 3.117
H -10.721 -4.071 0.314
H -10.601 -3.084 1.792
*
```

Lowest unoccupied orbital energy: -0.6 eV
Electronic energy: -159357.9955 eV
SMILES string: C#CC[C@@H](O[C@@H](CCCS(=O)(=O)O)CCOC(C)=O)[C@H](CCCCN(CCCC)C(=S)SCCC)NC.O=C1OCCO1.O=C1OCCO1.O=C1OCCO1.O=C1OCCO1.O=C1OCCO1.O=C1OCCO1.O=C1OCCO1.O=C1OCCO1.O=C1OCCO1
Max |F|: 9.940 eV Å⁻¹
HOMO energy: -8.28 eV

Mulliken atomic charge list, values in e, 99 entries:
1. C -0.95
2. C -0.11
3. C 0.21
4. C 0.53
5. O -0.20
6. C 0.79
7. C -0.86
8. C -0.69
9. C -0.37
10. S 1.02
11. O -0.43
12. O -0.63
13. O -0.50
14. C 0.60
15. C 0.16
16. O -0.05
17. C 0.38
18. C -0.30
19. O -0.61
20. C 0.39
21. C -0.80
22. C 0.21
23. C 0.84
24. C -1.09
25. N 0.74
26. C -0.97
27. C -0.56
28. C 1.23
29. C -0.79
30. C -0.18
31. S -0.17
32. S -0.08
33. C -0.47
34. C -0.65
35. C 0.34
36. N -0.11
37. C -0.73
38. H 0.32
39. H 0.20
40. H 0.25
41. H -0.52
42. H 0.11
43. H 0.20
44. H 0.16
45. H 0.26
46. H 0.44
47. H 0.28
48. H 0.16
49. H 0.37
50. H -1.00
51. H 0.31
52. H -0.41
53. H 0.42
54. H -0.16
55. H 0.34
56. H 0.23
57. H -0.01
58. H 0.32
59. H 0.01
60. H -0.20
61. H 0.04
62. H -0.62
63. H 0.24
64. H 0.26
65. H 0.23
66. H 0.39
67. H 0.34
68. H 0.10
69. H 0.35
70. H -0.43
71. H -0.43
72. H 0.22
73. H 0.17
74. H 0.21
75. H 0.38
76. H 0.22
77. H 0.26
78. H 0.33
79. H -0.25
80. H -0.08
81. H 0.01
82. H 0.30
83. H 0.26
84. H 0.27
85. H 0.12
86. O -0.54
87. C 0.56
88. O -0.38
89. C -0.25
90. C -0.68
91. O -0.23
92. H 0.33
93. H 0.23
94. H 0.41
95. H 0.41
96. O -0.64
97. C 0.76
98. O -0.35
99. C -0.05

2.
A molecular structure, C33H47F12N3O2PbSSi4Te. Source: OMol25; level of theory: ωB97M-V/def2-TZVPD.

ORCA input file:
```
! wB97M-V def2-TZVPD RIJCOSX def2/J DEFGRID3
* xyz -2 1
Pb -2.243 -0.597 1.016
C -0.538 0.285 -6.075
C -1.063 0.509 -4.679
C -0.972 1.737 -4.042
C -1.348 1.874 -2.723
C -1.831 0.798 -1.936
N -2.044 0.982 -0.590
C -1.474 2.099 0.049
C -0.118 2.388 -0.155
C 0.523 3.427 0.487
C -0.160 4.205 1.411
C 0.534 5.309 2.170
C -1.494 3.902 1.655
C -2.181 2.878 0.995
C -3.637 2.478 1.360
O -3.750 1.171 1.687
C -4.627 2.899 0.187
F -4.065 2.893 -1.028
F -5.107 4.165 0.351
F -5.690 2.093 0.148
C -4.161 3.243 2.639
F -5.438 2.898 2.883
F -3.434 2.884 3.715
F -4.145 4.601 2.620
C -2.128 -0.405 -2.650
C -1.682 -0.512 -3.969
C -3.019 -1.522 -2.050
O -2.719 -1.933 -0.784
C -2.951 -2.869 -2.869
F -1.696 -3.331 -2.875
F -3.726 -3.788 -2.259
F -3.372 -2.856 -4.159
C -4.534 -1.031 -2.109
F -5.263 -1.600 -1.126
F -5.155 -1.344 -3.271
F -4.643 0.287 -1.960
H -0.477 1.228 -6.626
H -1.180 -0.397 -6.640
H 0.466 -0.151 -6.060
H -0.596 2.604 -4.583
H -1.269 2.844 -2.251
H 0.429 1.754 -0.845
H 1.576 3.615 0.293
H 1.403 5.677 1.619
H 0.885 4.959 3.145
H -0.141 6.149 2.346
H -2.004 4.501 2.394
H -1.835 -1.432 -4.510
C 5.099 0.137 3.002
Si 3.618 0.878 2.094
C 4.245 2.563 1.494
C 2.306 1.157 3.400
Si 2.770 -0.491 0.384
Te 0.563 -1.485 0.903
Si 3.196 0.585 -1.648
C 2.702 -0.539 -3.068
C 2.427 2.259 -2.020
C 5.056 0.916 -1.750
Si 4.003 -2.488 0.348
C 3.243 -3.734 -0.832
C 3.960 -3.305 2.040
C 5.829 -2.366 -0.136
H 5.503 0.867 3.714
H 5.901 -0.143 2.307
H 4.813 -0.760 3.560
H 4.017 3.339 2.233
H 3.796 2.867 0.541
H 5.331 2.535 1.346
H 2.713 1.709 4.257
H 1.920 0.192 3.750
H 1.454 1.714 2.995
H 1.611 -0.676 -3.072
H 3.158 -1.532 -2.977
H 2.999 -0.109 -4.032
H 1.387 2.158 -2.345
H 2.998 2.732 -2.826
H 2.438 2.935 -1.156
H 5.656 0.060 -1.427
H 5.323 1.767 -1.109
H 5.335 1.165 -2.780
H 2.188 -3.890 -0.579
H 3.767 -4.694 -0.761
H 3.284 -3.394 -1.872
H 2.917 -3.478 2.332
H 4.428 -2.688 2.814
H 4.479 -4.270 2.007
H 5.939 -2.061 -1.182
H 6.313 -3.343 -0.019
H 6.372 -1.640 0.483
C -2.265 -4.145 4.082
N -3.241 -4.065 3.022
C -4.338 -3.113 3.141
C -4.929 -3.102 1.730
N -3.926 -3.806 0.929
C -2.948 -4.337 1.708
S -1.648 -5.230 1.160
H -2.750 -4.439 5.017
H -1.766 -3.180 4.228
H -1.519 -4.886 3.808
H -3.973 -2.127 3.445
H -5.062 -3.455 3.884
H -5.102 -2.091 1.361
H -5.870 -3.653 1.684
H -3.626 -3.388 0.041
*
```

Lowest unoccupied orbital energy: 4.1 eV
Electronic energy: -131054.5082 eV
ΔE to the lowest compared entry with this formula, charge and spin: 4.5 kcal per mole
Max |F|: 0.992 eV Å⁻¹
HOMO energy: -2.00 eV

Mulliken atomic charge list, values in e, 99 entries:
1. Pb 0.83
2. C -1.67
3. C 0.32
4. C -0.93
5. C -0.76
6. C 0.96
7. N 0.12
8. C -0.51
9. C 0.24
10. C -0.37
11. C -0.16
12. C -1.89
13. C -0.41
14. C -0.54
15. C 2.17
16. O -1.13
17. C 0.47
18. F -0.23
19. F -0.35
20. F -0.29
21. C 0.22
22. F -0.29
23. F -0.22
24. F -0.27
25. C -1.50
26. C -0.29
27. C 1.68
28. O -0.61
29. C 0.20
30. F -0.22
31. F -0.30
32. F -0.28
33. C 0.47
34. F -0.26
35. F -0.33
36. F -0.17
37. H 0.40
38. H 0.39
39. H 0.22
40. H 0.25
41. H 0.48
42. H 0.71
43. H 0.11
44. H 0.39
45. H 0.28
46. H 0.44
47. H 0.56
48. H 0.48
49. C -1.21
50. Si 0.72
51. C -1.12
52. C -0.99
53. Si 0.11
54. Te -0.30
55. Si 0.49
56. C -0.90
57. C -0.68
58. C -1.10
59. Si 0.64
60. C -1.06
61. C -1.00
62. C -1.17
63. H 0.37
64. H 0.25
65. H 0.23
66. H 0.39
67. H 0.17
68. H 0.39
69. H 0.38
70. H 0.24
71. H 0.13
72. H 0.06
73. H 0.18
74. H 0.36
75. H 0.04
76. H 0.52
77. H 0.04
78. H 0.19
79. H 0.27
80. H 0.39
81. H 0.26
82. H 0.35
83. H 0.30
84. H 0.21
85. H 0.24
86. H 0.38
87. H 0.32
88. H 0.37
89. H 0.26
90. C -0.95
91. N 0.07
92. C -0.60
93. C -0.26
94. N -0.10
95. C 0.03
96. S -0.42
97. H 0.28
98. H 0.29
99. H 0.32

3.
2 unconnected molecules or ions with the total composition CH5INPS. Source: OMol25; level of theory: ωB97M-V/def2-TZVPD.

ORCA input file:
```
! wB97M-V def2-TZVPD RIJCOSX def2/J DEFGRID3
* xyz 0 1
C 0.366 0.121 -1.493
N 0.760 -1.005 1.869
P -0.605 0.489 0.019
S -0.726 2.347 0.297
I -2.644 -0.828 -0.216
H 0.113 0.624 -2.461
H 1.352 0.514 -1.150
H 0.287 -0.909 -1.670
H 0.919 -0.029 2.260
H 0.178 -1.327 2.545
*
```

Lowest unoccupied orbital energy: -2.0 eV
Electronic energy: -30830.7851 eV
ΔE to the lowest compared entry with this formula, charge and spin: 88.2 kcal per mole
Max |F|: 6.122 eV Å⁻¹
HOMO energy: -8.72 eV

Now the Mulliken charges, all in e:
1. C -0.88
2. N -0.60
3. P 0.35
4. S -0.27
5. I -0.01
6. H 0.34
7. H 0.28
8. H 0.34
9. H 0.25
10. H 0.20

What is the HOMO energy in the first record? -8.28 eV